# 1
C40H58N4O3P2W | wB97M-V/def2-TZVPD

Each line ends with the Löwdin charge.
Cartesian coordinates (Å):
W (0.413, -0.151, -0.753)  1.407
P (2.872, 0.038, -1.195)  1.080
P (-1.192, 1.496, -1.672)  0.998
O (3.994, -1.841, 1.759)  -0.204
O (0.579, -3.039, -1.503)  0.091
O (-2.580, -2.453, 3.209)  0.075
N (-4.791, -2.305, 2.738)  -0.044
N (1.573, -1.773, 0.076)  -0.285
N (-1.373, -1.290, -0.460)  -0.136
N (0.937, 1.515, 0.223)  -0.135
C (-2.241, 6.315, 0.431)  -0.023
C (3.331, 1.061, 0.212)  -0.265
C (-1.387, 5.089, 0.319)  -0.237
C (2.352, 1.900, 2.239)  -0.023
C (1.243, -3.060, -0.487)  -0.435
C (3.948, 0.177, -2.698)  -0.503
C (-0.482, 0.971, -4.250)  -0.108
C (-3.577, -2.946, -0.128)  0.049
C (6.125, 2.064, 2.566)  -0.018
C (0.220, 2.747, 0.246)  -0.256
C (-6.800, -3.283, 1.627)  -0.060
C (-1.954, -1.440, 0.737)  -0.069
C (-4.993, -3.859, 4.685)  -0.057
C (4.600, 1.254, 0.733)  -0.005
C (-0.603, 2.166, -3.297)  -0.512
C (-3.706, 2.051, -2.905)  -0.086
C (-3.073, -2.228, 0.949)  -0.072
C (1.303, -1.616, 1.524)  -0.043
C (0.737, 2.881, -3.124)  -0.097
C (4.764, 1.799, 2.001)  -0.223
C (4.311, 1.650, -2.922)  -0.094
C (-5.098, -2.427, 4.172)  -0.178
C (-1.907, -1.947, -1.513)  -0.153
C (-3.492, -2.346, 2.399)  -0.418
C (3.620, 2.047, 2.764)  0.016
C (5.423, -2.452, -0.002)  -0.031
C (-0.963, 2.855, -0.512)  -0.297
C (-1.754, 3.992, -0.450)  -0.022
C (0.651, 3.911, 0.903)  0.013
C (3.985, -2.413, 0.545)  -0.658
C (1.916, -4.185, 0.208)  -0.047
C (-3.706, 1.270, -0.492)  -0.091
C (-5.913, -2.059, 1.840)  -0.203
C (3.003, -1.676, -0.472)  -0.266
C (-2.983, -2.793, -1.377)  0.009
C (3.433, -3.903, 0.509)  -0.058
C (5.196, -0.696, -2.693)  -0.090
C (2.192, 1.483, 0.917)  -0.322
C (-3.013, 1.177, -1.860)  -0.501
C (-0.143, 5.037, 0.947)  0.005
H (5.471, 0.966, 0.159)  0.118
H (-3.565, 3.115, -2.719)  0.074
H (1.164, 3.105, -4.102)  0.099
H (-4.776, 1.847, -2.870)  0.098
H (-4.625, 0.683, -0.500)  0.088
H (1.480, 2.094, 2.851)  0.134
H (4.963, -1.759, -2.699)  0.070
H (1.802, -5.090, -0.385)  0.134
H (6.001, -3.087, 0.667)  0.101
H (-3.351, -3.334, -2.237)  0.132
H (-3.227, 6.168, -0.004)  0.085
H (6.146, 3.024, 3.081)  0.092
H (0.503, -2.286, 1.841)  0.100
H (-3.076, 0.906, 0.319)  0.058
H (3.686, -4.318, 1.481)  0.130
H (0.630, 3.817, -2.577)  0.089
H (-2.357, 6.599, 1.477)  0.096
H (3.024, -2.286, -1.388)  0.128
H (6.888, 2.070, 1.790)  0.086
H (-6.514, -1.256, 2.273)  0.127
H (-5.260, -3.884, 5.741)  0.086
H (1.620, 3.955, 1.368)  0.112
H (4.727, 1.769, -3.922)  0.096
H (1.375, -4.350, 1.146)  0.137
H (-1.340, 2.880, -3.667)  0.112
H (-5.541, -1.693, 0.885)  0.097
H (-3.970, 2.300, -0.259)  0.081
H (-2.662, 4.048, -1.036)  0.106
H (3.451, 2.315, -2.837)  0.050
H (-4.405, -3.631, 0.002)  0.126
H (-5.666, -4.522, 4.141)  0.071
H (5.848, -1.450, 0.044)  0.064
H (-6.107, -2.043, 4.321)  0.123
H (5.838, -0.480, -1.841)  0.070
H (0.217, 5.908, 1.481)  0.135
H (-6.220, -4.148, 1.301)  0.073
H (4.003, -4.456, -0.239)  0.116
H (5.063, 1.972, -2.203)  0.084
H (1.074, -0.580, 1.786)  0.069
H (2.285, -1.838, 2.079)  0.112
H (-1.501, -0.943, 1.586)  0.129
H (-3.974, -4.225, 4.578)  0.075
H (-3.361, 1.829, -3.914)  0.077
H (5.492, -2.851, -1.017)  0.070
H (0.208, 0.228, -3.831)  0.051
H (-1.440, -1.799, -2.478)  0.118
H (-4.396, -1.795, 4.717)  0.124
H (-1.764, 7.157, -0.076)  0.099
H (3.731, 2.380, 3.789)  0.135
H (-1.447, 0.488, -4.423)  0.074
H (-7.322, -3.552, 2.544)  0.079
H (-7.550, -3.057, 0.868)  0.085
H (-3.065, 0.142, -2.207)  0.082
H (6.387, 1.293, 3.295)  0.104
H (1.439, 2.246, -2.579)  0.023
H (-0.084, 1.283, -5.215)  0.095
H (5.764, -0.481, -3.600)  0.100
H (3.286, -0.158, -3.505)  0.109

Properties
Frontier orbital gap (alpha / beta) (eV): 4.1252 / 4.7833
Highest occupied orbital energy (alpha / beta) (eV): -11.59 / -11.58
Spin multiplicity: 3
Total energy (a.u.): -2752.9689
Charge: +2

# 2
C7H14O2 | wB97M-V/def2-TZVPD

Each line ends with the Löwdin charge.
Cartesian coordinates (Å):
O (2.188, 2.051, 0.947)  -0.054
O (0.057, 0.880, 2.902)  0.023
C (-0.154, 0.515, -2.711)  -0.112
C (-0.510, -0.976, -0.074)  -0.095
C (0.898, -0.378, -2.064)  -0.260
C (-1.953, -0.326, 2.547)  0.054
C (-0.705, -0.018, 2.197)  -0.400
C (0.280, -1.510, -1.236)  -0.210
C (0.051, -0.572, 1.061)  -0.053
H (1.062, -2.183, -0.882)  0.111
H (-0.436, 1.244, 3.627)  0.099
H (1.587, 2.452, 0.349)  0.009
H (-1.583, -0.903, -0.192)  0.113
H (-0.739, 1.068, -1.976)  0.068
H (0.321, 1.240, -3.375)  0.069
H (1.539, -0.837, -2.817)  0.103
H (1.632, 1.746, 1.695)  0.016
H (-0.856, -0.062, -3.312)  0.071
H (-2.436, 0.100, 3.419)  0.059
H (-0.376, -2.108, -1.872)  0.108
H (1.123, -0.614, 1.214)  0.123
H (-2.553, -1.035, 1.997)  0.059
H (1.562, 0.226, -1.444)  0.099

Properties
SMILES string: C=C(O)/C=C/CCC.O
Frontier orbital gap (eV): 9.4516
Highest occupied orbital energy (eV): -8.70
Total energy (a.u.): -425.5597

# 3
C2H2Br3Cl3 | wB97M-V/def2-TZVPD

Each line ends with the Löwdin charge.
Cartesian coordinates (Å):
Br (2.298, 2.412, 2.786)  0.497
Br (-0.492, 0.794, 3.687)  0.489
Br (0.062, 1.531, 0.527)  0.583
Cl (0.675, -1.861, -2.786)  0.534
Cl (-1.934, -0.839, -3.510)  0.565
Cl (-1.602, -2.000, -0.884)  0.509
C (-0.825, -1.130, -2.229)  -1.616
C (0.888, 1.081, 2.215)  -1.479
H (-0.525, -0.155, -1.846)  -0.051
H (1.455, 0.166, 2.041)  -0.030

Properties
SMILES string: BrC(Br)Br.ClC(Cl)Cl
Frontier orbital gap (eV): 9.8717
Highest occupied orbital energy (eV): -10.61
Total energy (a.u.): -9179.9947

# 4
C4H8N2O | wB97M-V/def2-TZVPD

Each line ends with the Löwdin charge.
Cartesian coordinates (Å):
O (-0.122, 0.664, 1.401)  0.013
N (-1.725, -1.119, 0.275)  0.062
N (2.347, -0.904, -0.491)  0.094
C (1.178, 2.088, 0.005)  -0.012
C (-0.522, -1.413, -0.622)  -0.109
C (0.713, 0.750, 0.503)  -0.434
C (1.302, -0.419, -0.168)  -0.352
H (0.698, 2.887, 0.574)  0.084
H (0.934, 2.177, -1.060)  0.094
H (-2.405, -0.519, -0.194)  0.143
H (-0.200, -2.425, -0.375)  0.048
H (-0.895, -1.408, -1.651)  0.044
H (-2.229, -1.928, 0.650)  0.141
H (-1.338, -0.564, 1.061)  0.090
H (2.268, 2.133, 0.092)  0.094

Properties
Frontier orbital gap (eV): 7.2289
Highest occupied orbital energy (eV): -7.02
Total energy (a.u.): -341.8324

# 5
C8H23ClNO9 | wB97M-V/def2-TZVPD

Each line ends with the Löwdin charge.
Cartesian coordinates (Å):
Cl (1.617, 5.982, 31.372)  0.615
O (-1.856, 11.210, 26.098)  -0.052
O (1.428, 6.243, 30.005)  -0.394
O (0.891, 6.896, 32.235)  -0.390
O (-0.503, 0.322, 25.620)  -0.207
O (-3.927, 2.628, 32.097)  -0.074
O (-4.414, 5.640, 31.724)  -0.062
O (1.118, 4.634, 31.629)  -0.418
O (-2.508, 10.107, 28.807)  -0.083
O (3.093, 6.045, 31.458)  -0.412
N (-2.684, -1.743, 25.705)  0.047
C (-4.222, 0.041, 25.627)  -0.091
C (-2.825, -0.333, 25.284)  -0.454
C (-4.745, 3.275, 31.108)  -0.225
C (-5.365, 4.594, 31.619)  -0.249
C (0.304, 1.439, 26.075)  -0.100
C (-3.077, 10.762, 26.519)  -0.289
C (-3.100, 9.686, 27.562)  -0.223
C (-1.896, 0.569, 26.073)  -0.201
H (-0.137, 2.367, 25.711)  0.082
H (1.372, 1.284, 25.921)  0.086
H (-4.434, 1.060, 25.306)  0.082
H (-4.116, 9.582, 27.944)  0.111
H (-2.765, 8.669, 27.358)  0.123
H (-1.704, -1.921, 25.869)  0.061
H (-5.866, 4.927, 30.710)  0.106
H (-3.551, 10.315, 25.645)  0.118
H (-4.400, -0.241, 26.665)  0.087
H (-1.905, 0.293, 27.128)  0.122
H (0.249, 1.487, 27.162)  0.082
H (-2.577, 9.454, 29.507)  0.084
H (-2.917, -1.782, 26.688)  0.061
H (-5.463, 2.536, 30.752)  0.112
H (-3.089, 3.086, 31.996)  0.078
H (-4.879, -0.477, 24.929)  0.079
H (-3.723, 5.258, 32.271)  0.077
H (-2.584, 0.031, 24.286)  0.145
H (-4.101, 3.492, 30.256)  0.119
H (-2.111, 1.637, 26.092)  0.117
H (-3.492, 11.737, 26.773)  0.126
H (-6.117, 4.660, 32.405)  0.116
H (-1.801, 11.217, 25.139)  0.086

Properties
Frontier orbital gap (eV): 7.7119
Highest occupied orbital energy (eV): -5.44
Total energy (a.u.): -1510.3834
Charge: -1

# 6
C3H5ClFNO2 | wB97M-V/def2-TZVPD

Each line ends with the Löwdin charge.
Cartesian coordinates (Å):
Cl (3.762, -0.531, -0.357)  0.638
F (2.544, 1.587, 0.514)  -0.129
O (0.238, 0.477, 0.516)  -0.014
O (1.032, -1.511, -0.464)  0.096
N (2.501, 0.604, -0.464)  -0.442
C (1.050, -0.363, -0.089)  -0.447
C (-1.830, 0.020, -0.603)  -0.033
C (-1.115, -0.016, 0.717)  -0.187
H (-1.719, -1.027, -0.881)  0.088
H (-1.308, 0.806, -1.202)  0.121
H (-0.928, -0.999, 1.337)  0.176
H (-2.813, 0.263, -0.387)  0.055
H (-1.414, 0.689, 1.363)  0.077

Properties
SMILES string: CCOC(=O)N(F)Cl
Frontier orbital gap (eV): 10.3791
Highest occupied orbital energy (eV): -9.63
Total energy (a.u.): -882.4449

# 7
C3H7N2 | wB97M-V/def2-TZVPD

Each line ends with the Löwdin charge.
Cartesian coordinates (Å):
N (-0.199, -0.419, 0.340)  0.179
N (-2.606, 0.014, 0.389)  0.233
C (-1.347, 0.004, 0.488)  -0.045
C (1.111, -0.170, 0.371)  -0.222
C (2.131, -1.009, 0.095)  0.165
H (0.256, 1.352, -1.227)  0.016
H (-3.218, -0.153, 1.218)  0.186
H (1.426, 0.809, 0.616)  0.108
H (0.089, 1.675, -1.967)  0.090
H (2.140, -1.985, -0.127)  0.042
H (3.175, -0.812, 0.081)  0.088
H (-2.959, 0.692, -0.278)  0.160

Properties
Frontier orbital gap (eV): 9.5521
Highest occupied orbital energy (eV): -14.72
Total energy (a.u.): -227.6255
Charge: +1

# 8
C4H6BrClF2 | wB97M-V/def2-TZVPD

Each line ends with the Löwdin charge.
Cartesian coordinates (Å):
Br (-2.551, 1.346, -0.355)  0.592
Cl (1.024, -1.963, -0.495)  0.650
F (-2.256, -1.309, -0.920)  -0.005
F (-2.046, -0.920, 1.187)  -0.008
C (0.495, -0.295, -0.097)  -0.677
C (-1.674, -0.480, -0.040)  -0.718
C (0.805, 0.596, -1.186)  -0.157
C (0.756, 0.064, 1.372)  -0.100
H (0.737, -0.740, 2.092)  0.081
H (1.776, 0.414, 1.527)  0.092
H (1.655, 0.263, -1.684)  0.062
H (0.215, 0.608, -2.035)  0.072
H (0.952, 1.577, -0.947)  0.068
H (0.112, 0.839, 1.581)  0.048

Properties
Frontier orbital gap (eV): 9.6608
Highest occupied orbital energy (eV): -9.64
Total energy (a.u.): -3389.8655

# 9
C6H12 | wB97M-V/def2-TZVPD

Each line ends with the Löwdin charge.
Cartesian coordinates (Å):
C (0.464, 0.209, -0.205)  -0.325
C (1.541, 0.084, -1.328)  -0.069
C (0.606, -0.725, 0.993)  -0.176
C (-0.826, 1.021, 0.614)  -0.162
C (-0.971, -0.213, -1.037)  -0.104
C (-0.494, 0.042, 1.741)  -0.193
H (-0.573, 2.055, 0.658)  0.077
H (-1.327, -0.590, 2.063)  0.106
H (-1.941, 1.006, 0.421)  0.104
H (-0.480, -0.878, -1.697)  0.024
H (2.592, 0.178, -1.012)  0.070
H (1.384, 0.796, -2.140)  0.070
H (-1.456, 0.607, -1.615)  0.091
H (1.460, -0.935, -1.785)  0.081
H (0.365, -1.770, 0.736)  0.107
H (-1.790, -0.750, -0.523)  0.090
H (1.567, -0.749, 1.533)  0.109
H (-0.120, 0.614, 2.583)  0.101

Properties
SMILES string: CC1(C)CCC1
Frontier orbital gap (eV): 8.8926
Highest occupied orbital energy (eV): -7.81
Total energy (a.u.): -235.6423

# 10
C24H18Cl2NOPTi | wB97M-V/def2-TZVPD

Each line ends with the Löwdin charge.
Cartesian coordinates (Å):
Ti (-0.331, 0.517, 0.088)  0.704
Cl (-0.728, -1.232, -1.746)  0.693
Cl (-2.353, -0.889, 0.502)  0.742
P (2.143, 0.068, 0.176)  1.100
O (-1.862, 4.200, 0.325)  0.248
N (-1.423, 1.956, -0.226)  0.007
C (2.615, 0.845, 4.689)  0.020
C (5.855, 0.698, -1.419)  -0.043
C (0.156, 0.986, 4.874)  0.033
C (6.379, -0.587, -1.402)  -0.036
C (1.054, 1.653, -1.871)  -0.154
C (3.806, -0.149, -0.528)  -0.373
C (-1.078, 1.001, 4.276)  -0.030
C (1.329, 0.839, 4.104)  -0.138
C (2.401, 0.501, 1.927)  -0.312
C (-1.188, 0.878, 2.884)  -0.109
C (0.722, 4.036, -1.828)  -0.016
C (0.614, 2.817, -2.485)  -0.027
C (4.328, -1.442, -0.509)  -0.089
C (3.639, 0.518, 2.535)  -0.030
C (-1.633, 3.103, 0.066)  -0.380
C (1.694, 2.939, 0.085)  -0.041
C (3.740, 0.710, 3.919)  -0.028
C (1.600, 1.698, -0.564)  -0.470
C (1.211, 0.669, 2.694)  -0.192
C (4.562, 0.930, -0.985)  -0.068
C (5.623, -1.655, -0.945)  -0.046
C (1.274, 4.098, -0.554)  -0.021
C (-0.073, 0.687, 2.080)  -0.222
C (-2.411, -1.326, -1.212)  -0.803
H (0.243, 1.090, 5.945)  0.135
H (-3.004, -0.593, -1.766)  0.074
H (4.138, 1.926, -1.004)  0.109
H (-2.792, -2.344, -1.327)  0.077
H (4.540, 0.383, 1.952)  0.117
H (-2.190, 0.944, 2.460)  0.085
H (4.717, 0.735, 4.374)  0.123
H (1.384, 5.055, -0.066)  0.134
H (2.706, 0.961, 5.759)  0.132
H (-1.977, 1.108, 4.864)  0.124
H (3.717, -2.263, -0.154)  0.112
H (7.385, -0.755, -1.750)  0.121
H (1.095, 0.729, -2.449)  0.099
H (2.139, 2.990, 1.074)  0.132
H (6.041, -2.649, -0.932)  0.120
H (6.459, 1.519, -1.774)  0.120
H (0.390, 4.938, -2.320)  0.133
H (0.206, 2.779, -3.486)  0.132

Properties
Frontier orbital gap (eV): 6.2390
Highest occupied orbital energy (eV): -14.39
Total energy (a.u.): -3166.0150
Charge: +2

# 11
FH2O2P | wB97M-V/def2-TZVPD

Each line ends with the Löwdin charge.
Cartesian coordinates (Å):
P (0.672, 0.126, -0.049)  0.912
F (-2.163, 0.289, 0.511)  -0.193
O (-1.426, -0.205, -0.520)  -0.314
O (1.833, 1.081, 0.235)  -0.427
H (0.301, -0.503, 1.049)  -0.027
H (0.783, -0.789, -1.226)  0.049

Properties
Frontier orbital gap (alpha / beta) (eV): 9.1526 / 9.1536
Highest occupied orbital energy (alpha / beta) (eV): -10.91 / -10.91
Total energy (a.u.): -592.7009

# 12
C2H5N3OS | wB97M-V/def2-TZVPD

Each line ends with the Löwdin charge.
Cartesian coordinates (Å):
S (0.202, 0.062, -1.244)  0.942
O (-1.394, -2.034, -1.376)  -0.035
N (-0.079, 1.335, -0.153)  -0.348
N (0.949, 0.713, 1.970)  -0.053
N (0.639, -0.638, 1.774)  -0.027
C (-1.179, -0.982, -0.814)  -0.577
C (0.600, 1.543, 1.068)  -0.302
H (0.796, 2.591, 1.294)  0.110
H (-0.287, 2.208, -0.602)  0.065
H (1.045, -1.136, 2.575)  0.080
H (-1.794, -0.555, 0.039)  0.102
H (1.065, -1.062, 0.947)  0.043

Properties
SMILES string: N/N=C\NSC=O
Frontier orbital gap (eV): 9.3945
Highest occupied orbital energy (eV): -8.90
Total energy (a.u.): -716.8433

Q: Among the records above, which one has the lowest total energy?
A: C2H2Br3Cl3